Computed, not measured: one molecule with the formula C6H10, with ωB97M-V with the def2-TZVPD basis set.

Values from the calculation:
Gap between HOMO and LUMO, eV: 10.377
Multiplicity: 1
SMILES string: C=CC/C=C/C
E_HOMO, eV: -9.139
Total energy, eV: -6382.8247
ΔE to the lowest compared entry with this formula, charge and spin, kcal/mol: 23.9

Structure (XYZ):
```
16
Properties=species:S:1:pos:R:3:forces:R:3
C -1.111 -0.123 2.117 -0.1 -0.1 -0.1
C -0.955 -1.107 1.238 0.0 0.1 0.1
C -1.222 -0.973 -0.240 0.0 0.0 0.0
C -0.137 -0.240 -1.008 0.2 0.1 0.0
C 0.873 0.445 -0.476 -0.1 -0.1 0.0
C 1.878 1.253 -1.254 0.0 0.0 0.0
H -0.872 -0.253 3.167 0.0 0.0 -0.1
H -1.474 0.855 1.808 0.0 -0.1 0.0
H -0.577 -2.067 1.586 0.0 0.1 -0.1
H -2.172 -0.444 -0.404 0.2 -0.1 0.1
H -1.358 -1.968 -0.683 0.0 0.2 0.1
H -0.251 -0.265 -2.095 0.1 0.0 0.2
H 0.972 0.465 0.608 0.0 0.0 -0.2
H 2.806 1.390 -0.689 -0.2 -0.1 -0.1
H 2.127 0.782 -2.211 -0.1 0.1 0.1
H 1.472 2.249 -1.465 0.1 -0.1 0.0
```
Positions in Å, forces in eV/Å.

Computed, not measured: one molecule with the formula C6H10 in a non-equilibrium geometry, with ωB97M-V with the def2-TZVPD basis set.

Values from the calculation:
Gap between HOMO and LUMO, eV: 9.921
Multiplicity: 1
SMILES string: C=C1CC(C)C1
E_HOMO, eV: -8.781
Total energy, eV: -6381.5437
ΔE to the lowest compared entry with this formula, charge and spin, kcal/mol: 53.4

Structure (XYZ):
```
16
Properties=species:S:1:pos:R:3:forces:R:3
C 1.834 0.316 0.660 0.3 -1.4 -0.5
C 0.898 0.025 -0.266 0.2 2.3 0.6
C -0.111 1.026 -0.828 -0.6 0.2 1.1
C -1.178 -0.093 -0.616 -0.1 -0.6 -0.7
C -1.775 -0.068 0.791 0.6 -1.4 0.5
C -0.005 -1.118 -0.705 0.6 -0.9 -0.2
H 1.863 1.175 1.334 0.0 0.5 -1.1
H 2.667 -0.368 0.840 -0.6 -0.4 0.5
H -0.282 1.971 -0.292 0.2 -0.2 0.0
H 0.076 1.291 -1.879 0.0 -0.5 0.2
H -1.950 -0.173 -1.392 0.2 0.0 0.2
H -2.447 -0.888 1.095 0.3 -0.5 -1.0
H -0.866 -0.315 1.505 -1.9 1.9 -0.7
H -2.535 0.731 0.804 1.2 0.7 1.0
H 0.208 -1.483 -1.721 -0.2 0.2 0.1
H -0.064 -1.996 -0.043 0.1 0.3 -0.1
```
Positions in Å, forces in eV/Å.